Entry 1:
Below is the molecule C2H2N2OS, with properties calculated with the ωB97M-V functional and the def2-TZVPD basis.

Structure (XYZ):
```
8
Properties=species:S:1:pos:R:3:forces:R:3:lowdin_charge:R:1
S 0.7016 0.4962 -1.7125 1.0023 0.7928 0.2614 0.845
C -0.1472 0.2378 -0.2181 1.9798 -1.5130 0.6623 -0.784
N -1.3263 -0.0940 0.0866 -1.2864 0.8289 0.6439 0.116
C -1.1627 -0.5250 1.4161 0.1770 0.2941 -3.5824 -0.172
N 0.0376 -0.6497 1.7821 -0.0670 0.1370 2.1134 0.075
O 0.7118 -0.1001 0.7954 2.6550 1.1211 -1.8232 -0.098
H 1.9409 0.6883 -1.0654 -1.4342 -0.2363 -0.7144 -0.055
H -1.9806 -0.8978 1.8339 -3.0264 -1.4246 2.4390 0.074
```
Forces are in eV/Å.

Results
2S+1: 1
LUMO level: 0.5 eV
Kohn-Sham gap: 10.38 eV
energy above the lowest of the compared OMol25 structures with the same formula, charge and spin: 176.2 kJ/mol
DFT total energy: -17967.15044 eV

---

Entry 2:
Below is a cluster of 2 separate species, C2H2N2S in total, with properties calculated with the ωB97M-V functional and the def2-TZVPD basis.

Structure (XYZ):
```
7
Properties=species:S:1:pos:R:3:forces:R:3:lowdin_charge:R:1
N 0.1378 -1.3549 0.6996 -4.2775 -0.6967 1.4187 0.126
N -0.9961 -1.1184 0.7191 5.3875 -1.1271 -0.7238 -0.712
S -2.2648 -0.3732 0.2569 -1.7065 0.6087 0.0487 0.661
C 1.1870 0.2838 -0.3025 0.4275 0.4151 -0.5194 -0.056
C 0.3422 1.0830 -0.5015 -0.8724 1.2953 -0.1114 -0.023
H 2.0053 -0.3111 -0.3408 1.8905 -1.3712 0.1490 0.012
H -0.4114 1.7908 -0.5309 -0.8491 0.8759 -0.2619 -0.007
```
Forces are in eV/Å.

Results
2S+1: 1
LUMO level: -0.1 eV
Kohn-Sham gap: 9.62 eV
energy above the lowest of the compared OMol25 structures with the same formula, charge and spin: 354.2 kJ/mol
DFT total energy: -15917.73562 eV

---

Entry 3:
Below is the ion C2H2N3O with charge +1, with properties calculated with the ωB97M-V functional and the def2-TZVPD basis.

Structure (XYZ):
```
8
Properties=species:S:1:pos:R:3:forces:R:3:lowdin_charge:R:1
O 1.3329 -0.5239 -1.8437 -1.6315 1.1985 2.7653 0.274
C 0.5838 -0.2350 -0.9576 -0.1314 -2.9085 -4.5431 -0.265
N -1.1113 -0.7701 -0.9572 2.2767 0.5701 -1.1623 0.294
N -1.4723 -0.2953 0.0752 -4.3842 -0.8621 0.5777 0.056
C -0.6298 0.3202 0.8726 3.7245 -0.6212 -2.4831 0.068
N 0.5746 0.2959 0.2654 2.0577 1.6657 3.0870 0.190
H -0.7668 0.6472 1.8311 -0.6605 0.9841 2.2620 0.144
H 1.4889 0.5610 0.7143 -1.2512 -0.0267 -0.5035 0.238
```
Forces are in eV/Å.

Results
2S+1: 1
LUMO level (spin up / spin down): -8.8 / -8.8 eV
Kohn-Sham gap (spin up / spin down): 6.83 / 6.96 eV
energy above the lowest of the compared OMol25 structures with the same formula, charge and spin: 259.0 kJ/mol
DFT total energy: -8612.16971 eV
net charge: +1

---

Entry 4:
Below is a cluster of 2 separate species, C2H2N3O2 in total, with properties calculated with the ωB97M-V functional and the def2-TZVPD basis.

Structure (XYZ):
```
9
Properties=species:S:1:pos:R:3:forces:R:3:lowdin_charge:R:1
C 1.1512 -2.5324 -1.6238 1.0070 -0.8955 -1.3302 -0.729
C -0.7410 0.4387 0.3351 -2.8425 -0.1134 -2.5289 0.024
N 0.5136 -2.3887 -0.6630 -1.5783 1.0004 2.2164 -0.021
N -0.4467 1.3808 1.0794 0.7753 -1.0167 1.0462 -0.024
N -0.0905 2.5235 1.3019 1.1622 1.9689 -0.9046 -0.168
O 1.8168 -2.7943 -2.5980 0.4674 0.1654 -0.7897 -0.105
O -0.3048 3.1716 2.3109 -0.5688 -0.0418 1.0329 -0.116
H -1.6937 0.7172 -0.3041 1.6846 -1.1789 0.8990 0.115
H -0.2049 -0.5163 0.1614 -0.1070 0.1117 0.3588 0.022
```
Forces are in eV/Å.

Results
2S+1: 1
LUMO level: 3.3 eV
Kohn-Sham gap: 7.56 eV
energy above the lowest of the compared OMol25 structures with the same formula, charge and spin: 349.4 kJ/mol
DFT total energy: -10669.17821 eV
net charge: -1

---

Entry 5:
Below is the ion C2H2N3S with charge +1, with properties calculated with the ωB97M-V functional and the def2-TZVPD basis.

Structure (XYZ):
```
8
Properties=species:S:1:pos:R:3:forces:R:3:lowdin_charge:R:1
S -2.4813 -1.0166 0.0454 2.1965 1.0110 -0.4475 1.061
C -1.0133 -0.2176 -0.1288 -3.0175 -2.7363 0.4740 -0.776
N -0.9494 1.1392 -0.0753 -2.0445 1.4577 -0.2857 0.091
N 0.2378 1.5218 0.0440 0.5625 3.1038 0.4795 0.104
C 1.0239 0.4765 0.0912 0.9586 -5.5236 -1.2576 0.024
N 0.2681 -0.6742 -0.1026 3.1123 2.7011 0.9926 0.140
H 2.1266 0.2955 0.1314 -1.0105 1.1124 0.2071 0.182
H 0.7876 -1.5246 -0.0052 -0.7574 -1.1261 -0.1622 0.174
```
Forces are in eV/Å.

Results
2S+1: 1
LUMO level (spin up / spin down): -9.1 / -9.2 eV
Kohn-Sham gap (spin up / spin down): 6.59 / 6.59 eV
energy above the lowest of the compared OMol25 structures with the same formula, charge and spin: 0.0 kJ/mol
DFT total energy: -17400.69406 eV
net charge: +1

---

Entry 6:
Below is the molecule C2H2N4, with properties calculated with the ωB97M-V functional and the def2-TZVPD basis.

Structure (XYZ):
```
8
Properties=species:S:1:pos:R:3:forces:R:3:lowdin_charge:R:1
C -0.7075 -0.7339 -0.1431 2.7864 1.0795 2.1447 -0.053
C -0.5583 0.6638 -0.0437 -5.1429 0.4957 0.2996 -0.207
N 0.5677 1.1910 0.0346 3.1996 3.5342 0.6977 -0.007
N 1.7228 0.5585 -0.0573 -0.3797 0.5056 -0.9985 -0.009
N 1.6877 -0.7069 -0.0675 -0.8252 -1.1091 1.1802 -0.031
N 0.5165 -1.3370 0.1241 -3.2281 -1.2562 -2.0048 0.027
H -1.7606 -1.0969 -0.0470 1.5417 -0.8713 -0.2284 0.118
H -1.4682 1.4614 0.2000 2.0483 -2.3784 -1.0904 0.163
```
Forces are in eV/Å.

Results
2S+1: 1
LUMO level: -0.8 eV
Kohn-Sham gap: 8.93 eV
energy above the lowest of the compared OMol25 structures with the same formula, charge and spin: 376.9 kJ/mol
DFT total energy: -8062.22597 eV

---

Entry 7:
Below is the molecule C2H2N4O2, with properties calculated with the ωB97M-V functional and the def2-TZVPD basis.

Structure (XYZ):
```
10
Properties=species:S:1:pos:R:3:forces:R:3:lowdin_charge:R:1
H 2.8095 -0.6147 -0.4683 0.5505 -0.0608 0.0123 0.074
N 1.9852 -1.1586 -0.2418 -0.2372 0.9455 -0.3298 0.213
C 1.1090 -0.3408 0.1023 -0.9548 -1.2693 1.6394 -0.414
N 1.2164 1.0674 0.3689 1.0955 -0.1720 -0.7019 0.068
N 0.2600 1.8066 0.1340 -1.6723 -2.2198 -0.0169 0.052
N -0.9678 1.1116 -0.2363 0.0720 1.6441 -0.3780 0.088
C -1.1125 -0.1165 0.0768 1.2693 -0.0717 0.9711 -0.508
O -2.2728 -0.7214 0.0592 0.0216 -0.5237 -0.1965 0.171
O -0.1263 -0.9232 0.5428 0.1862 1.4464 -1.0075 0.121
H -2.9007 -0.1103 -0.3376 -0.3309 0.2813 0.0078 0.136
```
Forces are in eV/Å.

Results
2S+1: 1
LUMO level: -0.6 eV
Kohn-Sham gap: 10.07 eV
energy above the lowest of the compared OMol25 structures with the same formula, charge and spin: 357.3 kJ/mol
DFT total energy: -12159.04438 eV

---

Entry 8:
Below is the molecule C2H2N4O2, with properties calculated with the ωB97M-V functional and the def2-TZVPD basis.

Structure (XYZ):
```
10
Properties=species:S:1:pos:R:3:forces:R:3:lowdin_charge:R:1
O 1.3012 1.6758 0.4645 -3.4139 -1.4753 0.8276 0.128
C 0.2885 1.0194 0.7204 2.0966 3.0346 3.2636 -0.401
O -0.4802 1.1329 1.9158 6.5050 7.1308 -3.3470 0.171
N -0.1496 0.0244 -0.1094 1.2051 1.8518 0.9904 -0.038
C 0.4038 -0.1691 -1.3040 -2.6527 -5.5247 0.9203 -0.034
N -0.0115 -1.4258 -1.5556 0.9095 1.0207 -3.1577 0.041
N -0.7763 -1.8533 -0.5612 0.5505 -4.1367 -2.6710 -0.040
N -0.7681 -1.1014 0.3701 -1.0922 4.0972 2.9032 0.074
H -0.9174 0.4033 1.9669 -4.8987 -7.3938 0.7824 -0.026
H 1.1096 0.2940 -1.9075 0.7908 1.3954 -0.5117 0.126
```
Forces are in eV/Å.

Results
2S+1: 1
LUMO level: -0.5 eV
Kohn-Sham gap: 10.88 eV
energy above the lowest of the compared OMol25 structures with the same formula, charge and spin: 357.9 kJ/mol
DFT total energy: -12159.03803 eV

---

Entry 9:
Below is a structure of composition C2H2N4O2, with properties calculated with the ωB97M-V functional and the def2-TZVPD basis.

Structure (XYZ):
```
10
Properties=species:S:1:pos:R:3:forces:R:3:lowdin_charge:R:1
C -0.4133 0.2865 -0.4853 0.4293 4.9650 -3.7473 -0.285
C 0.6006 -0.6067 1.1719 1.4894 -1.1950 4.8220 -0.139
H -0.9689 -1.4493 -2.1754 2.2805 4.5280 -2.0556 0.278
H 0.9121 -1.3157 1.9388 0.1079 -1.2930 -1.3338 0.106
N -0.4572 0.6327 -1.8366 -0.6018 -0.9135 5.8075 0.013
N 0.1377 -0.8287 0.0291 -0.7344 0.0050 0.2692 0.138
N 0.9121 0.6071 2.0213 -1.3248 -0.0297 -3.8685 0.069
N 0.4171 1.6114 1.5350 -0.9520 0.7279 0.2417 0.040
O -0.5215 -0.3810 -2.7108 -1.8879 -4.7055 2.0706 -0.140
O -0.6185 1.4436 0.5120 1.1938 -2.0892 -2.2058 -0.079
```
Forces are in eV/Å.

Results
2S+1: 1
LUMO level: -1.5 eV
Kohn-Sham gap: 7.78 eV
energy above the lowest of the compared OMol25 structures with the same formula, charge and spin: 880.8 kJ/mol
DFT total energy: -12153.61820 eV

---

Entry 10:
Below is the molecule C2H2N4O2, with properties calculated with the ωB97M-V functional and the def2-TZVPD basis.

Structure (XYZ):
```
10
Properties=species:S:1:pos:R:3:forces:R:3:lowdin_charge:R:1
O 2.2122 1.2557 1.1552 0.6872 0.2670 -1.9998 -0.037
N 1.6939 0.6803 -0.0227 -1.7640 0.7621 1.3624 0.074
C 0.4460 0.3182 0.0862 0.2678 -1.5820 -1.2993 -0.443
N 0.0167 0.0194 -1.2303 -2.3065 -0.1744 -2.8344 0.097
N -1.1739 -0.4475 -1.5661 4.5652 1.2554 3.5862 0.087
C -1.6667 -1.0536 -0.3830 -3.8910 -2.3069 0.8518 -0.228
N -1.3869 -1.0184 0.8829 0.7438 1.9792 -2.3854 0.168
O -0.3962 0.1754 1.1063 -0.2228 -0.8102 0.0869 0.000
H 2.8398 1.8319 0.6384 -0.3399 -0.5870 1.5894 0.123
H -2.5849 -1.7613 -0.6669 2.2602 1.1967 1.0422 0.158
```
Forces are in eV/Å.

Results
2S+1: 1
LUMO level: -1.9 eV
Kohn-Sham gap: 7.78 eV
energy above the lowest of the compared OMol25 structures with the same formula, charge and spin: 767.5 kJ/mol
DFT total energy: -12154.79295 eV

---

Look up the energy above the lowest of the compared OMol25 structures with the same formula, charge and spin of the tenth one.
767.5 kJ/mol

---

Please write out number 6 again, unchanged.
Below is the molecule C2H2N4, with properties calculated with the ωB97M-V functional and the def2-TZVPD basis.

Structure (XYZ):
```
8
Properties=species:S:1:pos:R:3:forces:R:3:lowdin_charge:R:1
C -0.7075 -0.7339 -0.1431 2.7864 1.0795 2.1447 -0.053
C -0.5583 0.6638 -0.0437 -5.1429 0.4957 0.2996 -0.207
N 0.5677 1.1910 0.0346 3.1996 3.5342 0.6977 -0.007
N 1.7228 0.5585 -0.0573 -0.3797 0.5056 -0.9985 -0.009
N 1.6877 -0.7069 -0.0675 -0.8252 -1.1091 1.1802 -0.031
N 0.5165 -1.3370 0.1241 -3.2281 -1.2562 -2.0048 0.027
H -1.7606 -1.0969 -0.0470 1.5417 -0.8713 -0.2284 0.118
H -1.4682 1.4614 0.2000 2.0483 -2.3784 -1.0904 0.163
```
Forces are in eV/Å.

Results
2S+1: 1
LUMO level: -0.8 eV
Kohn-Sham gap: 8.93 eV
energy above the lowest of the compared OMol25 structures with the same formula, charge and spin: 376.9 kJ/mol
DFT total energy: -8062.22597 eV

---

What is the formula in the fourth record?
C2H2N3O2

---

2S+1 of number 4 (C2H2N3O2)?
1